Below is a structure of composition C6H9NO2, with properties calculated with ωB97M-V/def2-TZVPD.

XYZ file:
```
18
Properties=species:S:1:pos:R:3
C 0.337 0.302 0.714
C 1.399 0.479 -0.049
C -2.108 1.045 -0.537
C -0.726 -0.376 -0.138
C 2.749 1.000 0.390
C -1.577 -1.462 0.440
N -0.034 -0.588 -1.323
O -2.991 1.262 0.226
O 1.340 -0.200 -1.189
H 0.053 0.594 1.735
H -2.009 1.301 -1.638
H 3.243 0.148 0.768
H 2.669 1.681 1.166
H 3.244 1.370 -0.488
H -2.461 -1.788 -0.265
H -1.982 -0.993 1.438
H -0.959 -2.391 0.700
H -0.188 -1.385 -1.949
```

Values from the calculation:
- charge = 0
- relative energy (zero: lowest compared OMol25 entry of this formula, charge and spin) (kcal per mole) = 113.3
- HOMO energy (eV) = -7.02
- spin multiplicity = 1
- frontier orbital gap (eV) = 7.9
- E (eV) = -11948.40365

=====

Below is a structure of composition C11H17AlF2O4PS, with properties calculated with ωB97M-V/def2-TZVPD.

XYZ file:
```
37
Properties=species:S:1:pos:R:3
C 0.735 0.704 3.606
C -0.563 1.191 3.008
F -0.699 2.568 3.329
Al -0.696 1.010 0.974
C -1.752 2.641 0.333
C -1.699 2.757 -1.105
O -1.159 3.589 -1.750
F -2.304 1.747 -1.752
C 1.076 1.036 0.058
C 1.699 -0.025 -0.614
C 2.936 0.126 -1.237
C 3.603 1.351 -1.209
C 3.011 2.413 -0.534
C 1.771 2.254 0.085
P -2.042 -0.909 0.509
O -3.548 -0.364 0.204
O -2.266 -1.817 1.857
S -1.517 -2.035 -1.000
H 0.728 -0.380 3.693
H 1.599 1.022 3.029
H 0.851 1.097 4.620
H -1.394 0.673 3.498
H -1.311 3.531 0.760
H -2.769 2.504 0.695
H 1.213 -0.989 -0.666
H 3.400 -0.694 -1.768
H 4.553 1.483 -1.704
H 3.515 3.370 -0.507
H 1.356 3.118 0.590
H -3.831 -0.817 -0.604
H -1.917 -1.317 2.605
C -0.544 -5.339 -3.453
O 0.379 -4.858 -2.490
H -0.030 -6.084 -4.059
H -1.408 -5.811 -2.974
H -0.892 -4.534 -4.106
H -0.082 -4.199 -1.958
```

Values from the calculation:
- charge = -1
- HOMO energy (eV) = -5.46
- spin multiplicity = 1
- frontier orbital gap (eV) = 8.4
- E (eV) = -52034.21088

=====

Below is an isolated molecule of C5H7N3, with properties calculated with ωB97M-V/def2-TZVPD.

XYZ file:
```
15
Properties=species:S:1:pos:R:3
C -1.285 1.770 0.051
C -0.180 -0.224 0.230
C 2.713 -0.068 -0.202
C -1.423 -0.993 0.302
C -2.305 -1.847 -0.241
H -1.217 2.292 1.106
H -0.818 2.396 -0.714
H -2.106 1.344 -0.167
H 0.721 -2.192 -0.086
H 3.862 -0.044 -0.031
H 2.430 0.979 -0.358
H -3.312 -2.162 -0.369
N 0.090 1.016 0.040
N 0.836 -1.233 0.296
N 1.995 -1.033 0.142
```

Values from the calculation:
- charge = 0
- relative energy (zero: lowest compared OMol25 entry of this formula, charge and spin) (kcal per mole) = 195.5
- HOMO energy (eV) = -8.20
- spin multiplicity = 1
- frontier orbital gap (eV) = 8.1
- E (eV) = -9760.91030

=====

Below is a structure of composition C57H83BBaBrN10PS2Si, with properties calculated with ωB97M-V/def2-TZVPD.

XYZ file:
```
157
Properties=species:S:1:pos:R:3
Ba 0.210 0.141 0.657
C 2.684 -0.608 -3.620
C 1.991 0.600 -2.986
C 1.688 1.663 -4.039
C 2.826 1.143 -1.863
C 3.993 1.918 -1.919
C 4.361 2.077 -0.599
N 3.476 1.431 0.176
N 2.523 0.857 -0.599
B 3.474 1.410 1.730
N 3.361 -0.026 2.272
C 4.320 -0.664 2.961
C 3.873 -1.926 3.278
C 2.579 -1.982 2.739
N 2.282 -0.840 2.123
C 1.580 -3.095 2.860
C 2.156 -4.414 2.341
C 1.128 -3.232 4.316
N 2.371 2.350 2.303
C 2.597 3.527 2.910
C 1.385 4.099 3.232
C 0.427 3.172 2.791
N 1.034 2.139 2.208
C -1.069 3.213 2.958
C -1.457 4.045 4.178
C -1.790 3.736 1.714
H 2.086 -1.006 -4.441
H 3.662 -0.320 -4.013
H 2.835 -1.406 -2.892
H 1.040 0.267 -2.556
H 2.606 1.990 -4.533
H 1.024 1.256 -4.805
H 1.212 2.538 -3.596
H 4.491 2.307 -2.791
H 5.194 2.597 -0.154
H 4.530 1.860 2.086
H 5.253 -0.168 3.173
H 4.395 -2.687 3.832
H 0.711 -2.829 2.253
H 2.981 -4.751 2.973
H 1.395 -5.198 2.349
H 2.532 -4.312 1.322
H 1.978 -3.492 4.952
H 0.694 -2.301 4.680
H 0.375 -4.018 4.415
H 3.606 3.860 3.086
H 1.218 5.029 3.747
H -1.396 2.183 3.131
H -1.218 5.101 4.023
H -2.530 3.966 4.354
H -0.938 3.706 5.076
H -1.446 4.741 1.455
H -1.620 3.095 0.849
H -2.865 3.775 1.900
N -1.826 3.218 -2.474
C -0.647 3.762 -1.980
C -0.305 5.034 -2.472
C 0.833 5.642 -2.001
C 1.608 4.977 -1.057
C 1.192 3.729 -0.647
N 0.086 3.110 -1.090
C -2.461 1.996 -2.296
C -3.756 1.891 -2.827
C -4.429 0.697 -2.717
C -3.807 -0.367 -2.079
C -2.537 -0.160 -1.588
N -1.851 0.986 -1.686
H -2.352 3.857 -3.043
H -0.934 5.515 -3.210
H 1.114 6.622 -2.364
H 2.511 5.407 -0.650
H 1.773 3.188 0.085
H -4.213 2.747 -3.308
H -5.431 0.600 -3.114
H -4.296 -1.319 -1.929
H -2.041 -0.977 -1.081
C -3.093 -5.579 -5.608
C -2.204 -4.937 -4.531
C -1.226 -6.003 -4.017
C -3.089 -4.560 -3.331
Si -1.249 -3.424 -5.229
Br -0.515 -2.337 -3.389
C 0.341 -3.896 -6.192
C 0.935 -2.677 -6.914
C 1.449 -4.408 -5.254
C 0.044 -4.978 -7.244
C -2.358 -2.167 -6.166
C -2.633 -2.643 -7.602
C -1.721 -0.769 -6.225
C -3.709 -1.994 -5.458
H -3.566 -6.476 -5.196
H -2.530 -5.885 -6.492
H -3.893 -4.912 -5.933
H -1.801 -6.821 -3.569
H -0.561 -5.601 -3.249
H -0.613 -6.435 -4.808
H -3.583 -5.468 -2.966
H -3.869 -3.842 -3.575
H -2.497 -4.145 -2.513
H 1.105 -1.844 -6.231
H 0.314 -2.325 -7.737
H 1.905 -2.959 -7.336
H 1.846 -3.598 -4.642
H 2.268 -4.801 -5.865
H 1.129 -5.201 -4.581
H -0.775 -4.707 -7.913
H -0.198 -5.940 -6.790
H 0.934 -5.128 -7.864
H -1.733 -2.661 -8.216
H -3.337 -1.951 -8.077
H -3.083 -3.637 -7.637
H -0.789 -0.747 -6.786
H -1.530 -0.371 -5.227
H -2.421 -0.091 -6.725
H -4.318 -2.898 -5.487
H -4.273 -1.206 -5.967
H -3.585 -1.688 -4.418
S -4.200 -0.564 1.259
P -3.384 -0.622 3.058
S -1.382 -0.606 3.172
C -3.981 -2.083 3.984
C -3.179 -2.749 4.904
C -3.671 -3.847 5.598
C -4.969 -4.283 5.380
C -5.778 -3.617 4.467
C -5.287 -2.523 3.773
C -4.016 0.740 4.099
C -3.508 0.910 5.386
C -4.027 1.888 6.218
C -5.048 2.716 5.767
C -5.545 2.560 4.482
C -5.035 1.570 3.650
H -2.162 -2.410 5.060
H -3.036 -4.363 6.308
H -5.352 -5.141 5.920
H -6.792 -3.955 4.293
H -5.906 -2.014 3.044
H -2.697 0.277 5.727
H -3.628 2.013 7.217
H -5.451 3.483 6.416
H -6.336 3.207 4.123
H -5.415 1.435 2.645
C -1.492 -6.001 0.160
C -2.118 -4.824 0.914
C -1.922 -4.977 2.426
C -3.611 -4.688 0.588
C -1.451 -3.578 0.498
N -0.982 -2.574 0.198
H -1.958 -6.926 0.503
H -0.419 -6.065 0.346
H -1.655 -5.910 -0.914
H -2.454 -5.870 2.760
H -2.320 -4.114 2.959
H -0.867 -5.086 2.678
H -4.126 -5.582 0.946
H -3.773 -4.599 -0.487
H -4.037 -3.811 1.076
```

Values from the calculation:
- charge = 0
- relative energy (zero: lowest compared OMol25 entry of this formula, charge and spin) (kcal per mole) = 0.0
- HOMO energy (eV) = -7.39
- spin multiplicity = 1
- frontier orbital gap (eV) = 7.9
- E (eV) = -185618.74643